Molecular formula: C7H11N3O3
Method: DFT, the ωB97M-V functional and the def2-TZVPD basis

Last column: Mulliken charge in e.
Atoms and positions in Å:
O 0.10 1.75 -1.96  -0.657
C 0.56 1.13 -2.93  0.628
C 1.95 0.68 -3.05  -0.680
C 2.14 0.19 -4.34  -0.006
N 1.17 -0.24 -5.21  -0.141
C -0.21 -0.02 -4.92  0.340
O -1.07 -0.62 -5.57  -0.604
N -0.40 0.87 -3.90  -0.161
H 2.87 1.03 -2.50  0.336
H 3.13 -0.15 -4.75  0.350
H 1.25 -0.96 -5.93  0.265
H -1.34 1.04 -3.35  0.330
C -1.44 -1.63 5.20  -0.866
N -1.13 -0.93 4.10  -0.185
C -0.91 0.37 4.05  0.643
C -0.32 0.75 2.67  -0.858
O -1.26 1.15 4.94  -0.618
H -1.28 -0.96 6.16  0.273
H -2.50 -2.03 5.15  0.224
H -0.82 -2.47 5.54  0.342
H -0.31 -1.58 3.66  0.317
H 0.34 -0.05 2.10  0.226
H 0.51 1.41 3.03  0.282
H -1.03 1.28 1.78  0.221

Values from the calculation:
**Max |F|**: 8.05 eV Å⁻¹
**Charge**: 0
**SMILES string**: O=c1cc[nH]c(=O)[nH]1.CNC(C)=O
**LUMO**: 0.222 eV


Molecular formula: C7H11N3O3
Method: DFT, the ωB97M-V functional and the def2-TZVPD basis

Last column: Mulliken charge in e.
Atoms and positions in Å:
C 2.87 -0.71 -0.12  -1.539
C 1.73 0.29 -0.10  1.515
C 2.19 1.75 -0.52  -1.566
N 1.32 0.22 1.30  -0.325
N 0.17 -0.18 1.43  -0.334
C -0.50 -0.46 0.13  0.551
O -0.86 -1.75 -0.19  -0.397
C -2.23 -1.97 0.08  -0.369
C -2.79 -0.59 -0.16  -0.410
N -1.70 0.32 0.07  0.074
C -1.80 1.66 0.29  0.068
O -2.89 2.18 0.30  -0.555
O 0.64 -0.03 -0.90  -0.545
H 2.68 -1.62 0.40  0.405
H 3.73 -0.34 0.53  0.344
H 3.32 -0.84 -1.12  0.350
H 1.32 2.09 -1.07  0.425
H 2.95 1.55 -1.21  0.418
H 2.46 2.38 0.28  0.353
H -2.37 -2.46 1.14  0.248
H -2.63 -2.77 -0.60  0.255
H -3.12 -0.55 -1.17  0.293
H -3.61 -0.24 0.56  0.330
H -0.89 2.06 0.67  0.412

Values from the calculation:
**Max |F|**: 3.42 eV Å⁻¹
**Charge**: 0
**SMILES string**: CC1(C)N=N[C@]2(OCCN2C=O)O1
**LUMO**: 0.468 eV


Molecular formula: C7H11N3O3
Method: DFT, the ωB97M-V functional and the def2-TZVPD basis

Last column: Mulliken charge in e.
Atoms and positions in Å:
O 0.73 -0.15 -2.49  -0.610
C 1.20 0.12 -1.41  0.203
C 1.74 -0.84 -0.44  -0.357
C 2.19 -0.39 0.74  0.037
N 2.17 0.93 1.07  -0.046
C 1.71 1.93 0.24  0.315
O 1.76 3.11 0.52  -0.622
N 1.23 1.45 -0.95  0.010
H 1.73 -1.89 -0.75  0.383
H 2.57 -1.06 1.51  0.368
H 2.54 1.24 1.97  0.241
H 0.83 2.15 -1.57  0.226
C -4.01 -1.96 0.05  -0.798
N -2.89 -1.13 -0.13  -0.108
C -1.87 -1.05 0.71  0.263
C -0.75 -0.17 0.16  -0.449
O -1.91 -1.45 1.88  -0.683
H -3.91 -2.69 0.98  0.295
H -4.99 -1.29 0.31  0.220
H -4.16 -2.51 -1.00  0.271
H -2.66 -0.80 -1.10  0.301
H -0.89 0.21 -0.87  0.361
H 0.17 -0.75 0.18  -0.124
H -0.68 0.69 0.77  0.305

Values from the calculation:
**Max |F|**: 3.53 eV Å⁻¹
**Charge**: 0
**SMILES string**: O=c1cc[nH]c(=O)[nH]1.CNC(C)=O
**LUMO**: 0.326 eV


Molecular formula: C7H11N4
Method: DFT, the ωB97M-V functional and the def2-TZVPD basis

Last column: Mulliken charge in e.
Atoms and positions in Å:
N 0.71 0.25 -0.65  -0.372
C 1.55 0.23 -1.67  -0.509
C 1.88 2.18 -0.70  -0.602
C 0.91 1.47 -0.03  0.559
N 2.27 1.38 -1.75  -0.122
C 0.14 1.86 1.18  -1.146
H 1.67 -0.59 -2.39  0.416
H 2.31 3.17 -0.54  0.392
H 2.98 1.60 -2.45  0.240
H 0.44 2.87 1.52  0.347
H 0.32 1.15 2.00  0.278
H -0.94 1.88 0.96  0.277
C -1.99 -1.01 -0.29  -0.325
C -2.57 -2.03 0.42  -0.537
C -0.40 -2.01 0.91  -0.178
N -0.65 -1.03 0.04  -0.397
N -1.57 -2.62 1.14  -0.143
H -2.41 -0.29 -0.98  0.422
H -3.61 -2.37 0.46  0.379
H 0.57 -2.26 1.34  0.384
H 0.06 -0.38 -0.33  1.376
H -1.68 -3.43 1.78  0.259

Values from the calculation:
**Max |F|**: 17.20 eV Å⁻¹
**Charge**: +1
**LUMO**: -2.236 eV


Molecular formula: C7H11N5
Method: DFT, the ωB97M-V functional and the def2-TZVPD basis

Last column: Mulliken charge in e.
Atoms and positions in Å:
C -0.65 -0.67 1.25  0.159
C 1.91 -1.37 -0.44  -0.484
C -2.56 -0.64 -1.08  -1.265
C -0.54 1.61 0.69  -1.192
C 3.03 0.09 1.25  -0.838
C -2.59 0.36 0.02  -0.294
C -1.30 0.52 0.72  0.917
N -0.06 -1.60 1.55  -0.479
N 1.27 -0.97 -1.54  0.279
N 1.35 0.38 -1.70  -0.478
N 1.98 0.81 -0.67  -0.314
N 2.35 -0.22 0.05  0.707
H -2.00 -1.48 -0.77  0.390
H -2.28 -0.26 -1.96  0.353
H -3.59 -1.04 -1.44  0.303
H 0.85 -1.46 -2.33  0.205
H 0.55 1.68 1.10  0.129
H -0.87 2.53 0.40  0.402
H 3.68 -0.78 1.49  0.371
H 3.56 1.10 0.95  0.280
H 2.37 0.17 2.15  0.267
H -3.42 0.04 0.77  0.261
H -3.03 1.24 -0.47  0.319

Values from the calculation:
**Max |F|**: 4.19 eV Å⁻¹
**Charge**: 0
**LUMO**: 0.683 eV


Molecular formula: C7H11NO
Method: DFT, the ωB97M-V functional and the def2-TZVPD basis

Last column: Mulliken charge in e.
Atoms and positions in Å:
C 0.97 1.45 -0.86  -1.011
C 0.10 0.47 -0.01  1.016
C -0.38 -0.83 -0.39  -0.149
C -1.79 -0.56 -0.87  -0.413
C -0.73 0.33 1.02  -0.496
C 0.90 -0.13 1.10  -0.759
C 1.56 -1.19 0.40  -0.662
H 2.15 1.06 -1.04  0.208
H 1.24 2.43 -0.20  0.308
H 0.57 2.20 -1.95  0.241
H -0.70 -1.38 0.59  0.394
H -2.38 -1.51 -1.13  0.229
H -2.14 0.45 -1.23  0.321
H -2.67 0.58 0.55  0.372
H -0.84 1.23 1.72  0.291
H 1.54 0.42 1.66  0.472
H 1.25 -2.12 0.82  0.402
H 2.58 -1.15 0.06  0.346
N -1.95 -0.25 0.57  -0.522
O 0.72 -1.51 -0.81  -0.588

Values from the calculation:
**Max |F|**: 9.65 eV Å⁻¹
**Charge**: 0
**LUMO**: 0.877 eV


What is the LUMO in the fifth record?
0.683 eV


Which formula does entry 3 have?
C7H11N3O3